(1)
C5H14N2 as an isolated structure. Source: the Open Molecules 2025 dataset; level of theory: ωB97M-V with the def2-TZVPD basis set.

```
21
Properties=species:S:1:pos:R:3:nbo_charge:R:1
C 0.7627 1.7480 -1.1693 -0.634
C 1.1314 0.6465 -0.1928 -0.104
C 0.4559 -0.7346 -0.5737 -0.368
C 0.0031 0.1215 0.6055 -0.399
C -2.7475 -1.2517 0.1778 -0.465
N -2.3211 -0.2606 -0.7948 -0.586
N 2.9261 -0.2391 1.3434 -0.997
H 0.5607 2.6387 -0.5790 0.211
H -0.1389 1.5007 -1.7311 0.240
H 1.5172 1.8687 -1.9479 0.223
H 3.8616 -0.5200 1.0302 0.343
H 0.9725 -1.6177 -0.2336 0.229
H -0.1289 -0.8031 -1.4752 0.246
H 0.3066 -0.4005 1.5143 0.259
H -0.9105 0.6857 0.8039 0.247
H -2.6987 -0.8491 1.2038 0.189
H -2.0731 -2.1109 0.1232 0.191
H -3.7786 -1.5346 -0.0650 0.200
H -3.0948 0.4158 -0.8275 0.311
H 3.2201 0.1678 2.2424 0.341
H 2.1741 0.5289 0.5454 0.326
```

HOMO   -6.9 eV
Max |F|   5.1 eV/Å
ΔE to the lowest compared entry with this formula, charge and spin   9.1019 eV
Orbital gap   4.0059 eV

=====

(2)
C5H14N2 in the gas phase. Source: the Open Molecules 2025 dataset; level of theory: ωB97M-V with the def2-TZVPD basis set.

```
21
Properties=species:S:1:pos:R:3:nbo_charge:R:1
C -0.0108 2.3349 0.0991 -0.622
C -0.2978 1.0371 0.8591 -0.062
C -0.9657 -0.0355 0.0399 -0.412
C -0.1058 -0.7801 -0.9632 -0.414
C 0.8460 -1.7601 -0.3109 -0.216
N 2.0314 -2.0793 -1.1467 -0.831
N -1.0593 1.3756 2.1169 -0.824
H 1.0407 2.5778 -0.0368 0.229
H -0.6432 3.1372 0.4601 0.211
H -0.3694 2.1512 -0.9275 0.205
H 0.5682 0.5223 1.3019 0.185
H -1.7728 0.4075 -0.5691 0.198
H -1.5444 -0.8025 0.5754 0.203
H -0.6812 -1.3262 -1.7266 0.203
H 0.4249 -0.0661 -1.6044 0.207
H 0.2996 -2.6962 -0.1392 0.163
H 1.2725 -1.4147 0.6314 0.186
H 2.5350 -2.9177 -0.8617 0.355
H 1.6596 -2.3531 -2.0623 0.338
H -1.6698 2.1240 1.8145 0.343
H -1.5576 0.5639 2.4504 0.355
```

SMILES   C[C@@H](N)CCCN
HOMO   -9.2 eV
Max |F|   2.7 eV/Å
ΔE to the lowest compared entry with this formula, charge and spin   0.9894 eV
Orbital gap   10.2591 eV

=====

(3)
C5H14N2O in the gas phase. Source: the Open Molecules 2025 dataset; level of theory: ωB97M-V with the def2-TZVPD basis set.

```
22
Properties=species:S:1:pos:R:3:nbo_charge:R:1
C -0.0766 0.0726 0.3719 0.396
C 2.1094 0.9817 -0.1723 -0.212
C -2.5809 0.3948 0.8152 -0.410
C -1.9380 -0.6029 -1.2873 -0.412
C 3.0752 -0.1417 0.1730 -0.634
N -1.5407 0.2129 -0.1655 -0.468
N 0.7012 0.4922 -0.7075 -0.622
O 0.1826 -1.2561 0.7624 -0.744
H -0.4380 -1.5090 1.4545 0.473
H 0.8542 -0.2947 -1.3318 0.361
H -0.0002 0.7642 1.2223 0.154
H 2.4889 1.5879 -0.9969 0.195
H 1.9516 1.6473 0.6786 0.189
H -2.9586 -0.5566 1.2278 0.147
H -1.1598 -0.6054 -2.0476 0.199
H -3.4223 0.9062 0.3398 0.198
H -2.2179 1.0184 1.6330 0.195
H -2.1352 -1.6482 -1.0033 0.160
H -2.8424 -0.1865 -1.7372 0.198
H 4.0385 0.2633 0.4833 0.210
H 2.6764 -0.7549 0.9791 0.222
H 3.2326 -0.7855 -0.6915 0.204
```

SMILES   CCN[C@H](O)N(C)C
HOMO   -8.0 eV
Max |F|   4.4 eV/Å
ΔE to the lowest compared entry with this formula, charge and spin   2.3505 eV
Orbital gap   8.8494 eV

=====

(4)
A 2-piece molecular cluster, C5H14N2O overall. Source: the Open Molecules 2025 dataset; level of theory: ωB97M-V with the def2-TZVPD basis set.

```
22
Properties=species:S:1:pos:R:3:nbo_charge:R:1
C 0.2364 -1.5512 -2.3674 -0.215
C 0.6283 -1.2977 -0.9085 -0.433
C -0.3281 -0.4036 -0.1446 -0.280
C 0.0450 0.8260 0.1985 -0.012
N -0.6782 1.7412 0.9933 -0.613
C -0.1188 3.0888 1.0358 -0.410
N -0.9869 -2.3638 -2.4640 -0.852
H 0.0049 -0.6307 -2.9032 0.190
H 0.9888 -2.0244 -2.9966 0.196
H 0.7097 -2.2432 -0.3768 0.203
H 1.5775 -0.7512 -0.8879 0.201
H -1.2782 -0.8167 0.1734 0.200
H 0.9568 1.2921 -0.1688 0.177
H -1.6437 1.8132 0.6945 0.368
H -0.7133 3.7180 1.6918 0.210
H 0.8934 3.0491 1.4405 0.192
H -0.0492 3.5445 0.0407 0.170
H -1.8152 -1.9628 -2.0301 0.356
H -0.8776 -3.3087 -2.1140 0.352
H 1.5693 0.4285 2.5770 0.463
H 0.5922 -0.7087 2.6073 0.470
O 1.0507 -0.1043 3.1816 -0.931
```

SMILES   CN/C=C/CCN.O
HOMO   -8.3 eV
Max |F|   1.5 eV/Å
ΔE to the lowest compared entry with this formula, charge and spin   2.3177 eV
Orbital gap   9.2316 eV

=====

(5)
C5H14N2O in the gas phase. Source: the Open Molecules 2025 dataset; level of theory: ωB97M-V with the def2-TZVPD basis set.

```
22
Properties=species:S:1:pos:R:3:nbo_charge:R:1
C -1.1041 -0.2859 0.3589 -0.035
C 1.3831 -0.4870 0.4896 0.248
C -2.1620 0.6640 0.9168 -0.611
C -1.4597 -0.6957 -1.0754 -0.636
C 2.1159 -0.6315 -0.8478 -0.653
N 0.1975 0.3502 0.5052 -0.329
N 0.2870 1.5668 -0.2122 -0.671
O 2.3187 0.0637 1.3929 -0.734
H 1.8524 0.2841 2.2071 0.476
H -1.0715 -1.1862 0.9842 0.191
H 1.0704 -1.4843 0.8414 0.154
H 0.5593 1.4145 -1.1861 0.328
H 1.0050 2.1333 0.2304 0.363
H -3.1411 0.1939 0.8905 0.201
H -2.1818 1.5732 0.3240 0.224
H -1.9213 0.9267 1.9427 0.211
H -2.4499 -1.1433 -1.0916 0.214
H -0.7511 -1.4250 -1.4615 0.201
H -1.4656 0.1769 -1.7234 0.208
H 1.4388 -0.9640 -1.6295 0.208
H 2.9109 -1.3609 -0.7277 0.227
H 2.5692 0.3163 -1.1284 0.214
```

SMILES   CC(C)N(N)[C@@H](C)O
HOMO   -8.7 eV
Max |F|   0.5 eV/Å
ΔE to the lowest compared entry with this formula, charge and spin   2.0621 eV
Orbital gap   9.6062 eV

=====

(6)
A 2-piece molecular cluster, C5H14N2O overall. Source: the Open Molecules 2025 dataset; level of theory: ωB97M-V with the def2-TZVPD basis set.

```
22
Properties=species:S:1:pos:R:3:nbo_charge:R:1
C 1.0817 -0.2621 -0.2220 -0.211
C 1.1644 1.2586 -0.1170 -0.612
C 2.2099 -0.8058 -1.0955 -0.601
C 1.1267 -0.8821 1.1716 -0.609
H 0.1243 -0.5293 -0.6856 0.185
H 0.3678 1.6320 0.5220 0.219
H 2.1156 1.5531 0.3216 0.201
H 2.1090 -1.8805 -1.2287 0.204
H 3.1740 -0.6076 -0.6325 0.200
H 2.1992 -0.3360 -2.0768 0.201
H 0.2932 -0.5201 1.7679 0.225
H 1.0679 -1.9666 1.1130 0.201
H 2.0531 -0.6139 1.6744 0.197
H 1.0827 1.7229 -1.0984 0.196
C -2.3618 0.4728 0.5340 0.776
N -2.7985 -0.8169 0.3774 -0.850
N -2.3878 1.2200 -0.6191 -0.850
O -1.9850 0.9175 1.5923 -0.648
H -3.3568 -1.0628 -0.4216 0.383
H -2.9896 -1.3171 1.2288 0.405
H -2.4423 0.7561 -1.5101 0.382
H -1.8478 2.0679 -0.5957 0.405
```

SMILES   NC(N)=O.CC(C)C
HOMO   -10.1 eV
Max |F|   0.6 eV/Å
ΔE to the lowest compared entry with this formula, charge and spin   0.0000 eV
Orbital gap   10.8642 eV

=====

(7)
A 2-piece molecular cluster, C5H14N2O overall. Source: the Open Molecules 2025 dataset; level of theory: ωB97M-V with the def2-TZVPD basis set.

```
22
Properties=species:S:1:pos:R:3:nbo_charge:R:1
C -1.9070 -2.0479 2.0751 -0.607
C -1.4835 -0.6595 1.6244 -0.412
C -0.0031 -0.4033 1.9314 -0.411
C 1.0088 -0.6240 0.8201 -0.219
N 0.9250 0.4677 -0.1721 -0.625
C 1.6443 0.2490 -1.3364 0.305
N 1.4029 0.4969 -2.5411 -0.727
H -2.9369 -2.3416 1.8705 0.213
H -1.3626 -2.8534 1.5477 0.199
H -1.6685 -2.2836 3.1151 0.205
H -2.0148 0.0429 2.2246 0.211
H -1.6562 -0.5746 0.5569 0.196
H 0.3272 -0.9969 2.7966 0.210
H 0.1392 0.5454 2.4596 0.215
H 1.9688 -0.6087 1.2983 0.205
H 0.7789 -1.5388 0.3066 0.180
H -0.0437 0.6896 -0.3717 0.365
H 2.5589 -0.3112 -1.1470 0.146
H 0.5451 0.8559 -2.9346 0.351
H 0.3636 4.6099 -4.2490 0.477
H 1.0437 3.3015 -4.8959 0.482
O 0.3698 3.9849 -4.9789 -0.959
```

SMILES   [H]/N=C\NCCCC.O
HOMO   -9.3 eV
Max |F|   1.8 eV/Å
ΔE to the lowest compared entry with this formula, charge and spin   2.2095 eV
Orbital gap   10.2551 eV

=====

(8)
A 2-piece molecular cluster, C5H14N2O overall. Source: the Open Molecules 2025 dataset; level of theory: ωB97M-V with the def2-TZVPD basis set.

```
22
Properties=species:S:1:pos:R:3:nbo_charge:R:1
C 0.6922 -1.0538 -1.1434 -0.266
N -0.5660 -0.4952 -0.5657 -0.477
C -0.3547 0.7159 0.3148 -0.068
C -1.7990 1.2729 0.5506 -0.624
O -1.4316 0.9618 -2.3459 -1.062
C 0.3121 0.3773 1.5607 -0.314
N 1.7514 0.1261 1.3540 -0.488
C 1.4466 -1.9566 -0.1534 -0.542
H 1.3466 -0.1499 -1.4799 0.246
H 0.3463 -1.4656 -2.0603 0.242
H -1.0445 -0.0906 -1.3115 0.423
H 0.3185 1.4045 -0.1733 0.209
H -2.4589 0.6046 1.0860 0.211
H -2.1007 1.4705 -0.4608 0.291
H -1.6752 2.2379 1.0930 0.199
H -0.2821 -0.5681 1.9061 0.242
H -0.0270 1.0951 2.4233 0.234
H 2.3138 0.6731 2.0059 0.378
H -1.8978 0.9295 -3.1419 0.436
H 1.4975 -1.1635 0.7383 0.273
H 1.1514 -2.8617 0.3885 0.241
H 2.4610 -2.0640 -0.5849 0.216
```

HOMO   -8.0 eV
Max |F|   5.4 eV/Å
ΔE to the lowest compared entry with this formula, charge and spin   10.6205 eV
Orbital gap   3.8529 eV

=====

(9)
C5H14N2O in the gas phase. Source: the Open Molecules 2025 dataset; level of theory: ωB97M-V with the def2-TZVPD basis set.

```
22
Properties=species:S:1:pos:R:3:nbo_charge:R:1
C -0.8439 0.5350 -0.1815 0.193
C -0.0041 -0.4421 0.5014 -0.228
C 2.6096 -0.4996 0.9117 -0.447
C -0.9867 0.3941 -1.6771 -0.641
C -2.2533 -0.3923 0.6837 -0.669
N 1.6375 0.0529 0.0028 -0.193
N -0.7634 1.8271 0.2975 -0.854
O 1.8995 -0.5010 -1.2978 -0.602
H 1.8787 -1.4741 -1.2258 0.427
H -1.2239 2.5391 -0.2499 0.381
H 0.1023 2.0898 0.7466 0.395
H -0.0283 -1.4561 0.1055 0.203
H 0.0919 -0.3134 1.5731 0.213
H 2.4884 -0.0170 1.8833 0.201
H 3.6283 -0.3123 0.5554 0.209
H 2.5033 -1.5970 1.0508 0.147
H -1.7393 1.0820 -2.0632 0.204
H -1.2612 -0.6226 -1.9479 0.211
H -0.0168 0.6117 -2.1269 0.247
H -2.2772 -1.4775 0.7437 0.199
H -2.3495 0.0749 1.6603 0.205
H -3.0917 -0.1016 0.0542 0.199
```

SMILES   CN(O)CC(C)(C)N
HOMO   -7.9 eV
Max |F|   5.9 eV/Å
ΔE to the lowest compared entry with this formula, charge and spin   5.2411 eV
Orbital gap   8.8692 eV

=====

(10)
C5H14N2O as an isolated structure. Source: the Open Molecules 2025 dataset; level of theory: ωB97M-V with the def2-TZVPD basis set.

```
22
Properties=species:S:1:pos:R:3:nbo_charge:R:1
C 0.5649 -0.2847 1.1424 -0.154
C 2.0602 -0.0618 1.1869 -0.662
O 0.2033 -1.6706 1.1622 -0.767
H 0.6101 -2.1104 1.9221 0.463
H 0.0383 0.2777 1.9189 0.155
H 0.5429 -0.1742 -0.4493 0.458
H 2.2867 1.0070 1.2115 0.217
H 2.5606 -0.4947 0.3131 0.208
H 2.5199 -0.5160 2.0778 0.200
C -0.2975 1.9610 -0.4932 -0.654
C -1.9835 0.0650 -0.1419 -0.685
C -0.6321 0.5028 -0.6187 0.328
N -0.5284 -1.4288 -1.9604 -0.697
N 0.0343 -0.1261 -1.6486 -0.533
H -0.2758 -2.0917 -1.2270 0.353
H -0.0304 -1.7191 -2.7931 0.357
H 0.7278 2.1537 -0.8050 0.235
H -0.9632 2.5043 -1.1714 0.236
H -1.9972 -0.9886 0.1196 0.258
H -2.6761 0.2108 -0.9767 0.248
H -2.3072 0.6612 0.7098 0.219
H -0.4575 2.3235 0.5212 0.219
```

HOMO   -7.0 eV
Max |F|   0.5 eV/Å
ΔE to the lowest compared entry with this formula, charge and spin   6.4075 eV
Orbital gap   7.8010 eV

=====

(11)
C5H14N2O as an isolated structure. Source: the Open Molecules 2025 dataset; level of theory: ωB97M-V with the def2-TZVPD basis set.

```
22
Properties=species:S:1:pos:R:3:nbo_charge:R:1
N -2.7658 0.1430 0.9297 -0.856
C -2.6391 -1.1193 0.2056 -0.212
C -1.3956 -1.9393 0.6668 -0.238
N -0.2990 -1.0155 0.5581 -1.105
C 0.3801 1.6610 -1.3590 -0.689
C 1.2786 1.5634 -0.1985 0.018
C 2.3513 0.6683 0.0750 -0.028
O 3.1828 0.2685 -0.9507 -0.678
H -3.0592 -0.0247 1.8725 0.340
H -1.8180 0.5091 0.9899 0.365
H 0.5402 -1.3706 1.0281 0.304
H -3.5762 -1.6591 0.3349 0.177
H -2.4501 -0.9104 -0.8497 0.168
H -1.3528 -2.7800 -0.0470 0.153
H -1.5943 -2.3230 1.6768 0.145
H 2.8725 -0.5871 -1.2781 0.500
H 0.7110 0.9838 -2.1445 0.235
H -0.6351 1.3668 -1.0781 0.295
H 0.4067 2.6654 -1.7815 0.259
H 0.9404 2.1982 0.6132 0.239
H 1.2552 0.2672 0.2078 0.381
H 2.9507 0.8784 0.9459 0.228
```

HOMO   -6.3 eV
Max |F|   3.8 eV/Å
ΔE to the lowest compared entry with this formula, charge and spin   7.5708 eV
Orbital gap   5.1093 eV

=====

(12)
A 2-piece molecular cluster, C5H14N2O overall. Source: the Open Molecules 2025 dataset; level of theory: ωB97M-V with the def2-TZVPD basis set.

```
22
Properties=species:S:1:pos:R:3:nbo_charge:R:1
C -1.0274 0.0682 1.2228 -0.212
C 0.1295 -0.0252 0.2105 -0.486
C 0.0058 0.6836 -1.0865 0.069
C 0.9567 1.5088 -1.5390 -0.249
C -1.4581 0.7435 -2.9984 0.156
N -0.9988 0.1362 -1.9539 -0.415
N -0.6163 -0.4545 2.6001 -0.700
H -1.8874 -0.5480 0.9948 0.232
H -1.2624 1.1364 1.4499 0.244
H 1.0964 0.1574 0.6698 0.275
H 0.2580 -1.1633 0.0940 0.247
H 1.7161 1.9464 -0.8917 0.260
H 0.9590 1.7292 -2.6260 0.233
H -1.2957 1.8010 -3.1030 0.245
H -2.1368 0.2010 -3.6460 0.253
H -1.3205 -0.8012 -1.7268 0.446
H 0.4018 -0.7142 2.6275 0.470
H -0.9892 -1.3828 2.8100 0.457
H -0.6696 0.2185 3.3738 0.466
H 3.1972 -1.3248 2.2647 0.500
H 2.5973 -2.7215 2.0664 0.505
O 2.3822 -1.7848 2.0371 -0.994
```

HOMO   -18.1 eV
Max |F|   3.1 eV/Å
ΔE to the lowest compared entry with this formula, charge and spin   1.0095 eV
Total charge   +2
Orbital gap   9.4691 eV